Here is one molecule with the formula C4H8N2 in a non-equilibrium geometry from the OMol25 dataset. Energies are from ωB97M-V/def2-TZVPD.

Geometry as XYZ:
```
14
Properties=species:S:1:pos:R:3:forces:R:3:lowdin_charge:R:1
C 0.93472 -0.19362 0.37966 -0.34 -1.48 1.28 -0.296
C -0.12651 -0.89599 -0.35828 0.10 -0.38 0.93 -0.497
C 0.98557 1.26017 0.43750 -3.20 1.03 1.22 -0.074
C -1.51690 -0.53203 -0.77223 -0.13 2.01 -0.07 -0.016
N 0.60695 -2.11591 -0.50113 -1.09 -3.49 0.78 0.007
N 1.17890 -0.90683 -0.93487 1.57 1.59 -0.05 0.054
H 1.33708 -0.69119 1.33033 -0.42 0.33 -1.53 0.151
H 1.91576 1.53096 0.74746 2.69 1.02 1.12 0.032
H 0.21087 1.65893 1.25382 1.54 -0.71 -1.92 0.139
H 0.85844 1.73317 -0.51560 -0.58 0.26 -0.53 0.076
H -1.58551 0.61414 -1.15278 0.21 -2.71 1.04 0.127
H -2.06299 -0.64375 0.20403 -0.13 0.27 -1.19 0.088
H -1.93850 -1.18068 -1.55955 0.31 0.23 0.49 0.075
H 0.99117 -2.63329 0.38617 -0.55 2.04 -1.57 0.134
```
Forces are in eV/Å.

E_HOMO, eV: -9.34
Energy above the lowest of the compared OMol25 structures with the same formula, charge and spin, kJ/mol: 373.7
E, eV: -7254.00238
Maximum force, Eh/bohr: 0.0728
Structure (SMILES): C[C@@H]1N2N[C@@]12C

***

Here is one molecule with the formula C10H15NO3 in a non-equilibrium geometry from the OMol25 dataset. Energies are from ωB97M-V/def2-TZVPD.

Geometry as XYZ:
```
29
Properties=species:S:1:pos:R:3:forces:R:3:lowdin_charge:R:1
C -0.64189 -1.58374 0.47346 0.40 1.00 -1.75 -0.450
C 2.73895 -0.99083 -0.57211 -0.93 -0.48 0.67 -0.220
C -0.98505 -0.35906 -0.46355 -0.44 -0.41 -1.35 -0.103
C 1.58847 0.78889 1.06628 0.44 -1.42 -0.31 -0.190
C 1.45474 -0.64240 -0.04149 -2.52 3.75 2.68 -0.226
C 0.41452 0.38070 -0.68976 -0.72 -0.07 0.27 -0.348
C 1.21157 0.56611 2.54469 -0.90 -0.26 -1.79 -0.021
C 0.73703 0.98305 -2.06414 0.90 -2.06 -1.69 0.007
C -3.51797 0.28079 -0.57608 0.86 -2.90 0.20 -0.096
C -2.14062 0.58382 0.03040 0.37 -1.56 2.49 -0.208
N 0.71916 -1.68150 0.57681 1.01 -1.13 -0.59 0.139
O -1.37595 -2.42609 0.88702 -1.21 -0.41 0.48 0.105
O 3.15832 -2.08842 -0.35712 1.32 -1.27 -0.29 0.095
O 0.58322 1.44937 0.27827 0.82 -0.71 0.41 -0.067
H 3.25330 -0.20398 -1.05249 1.17 0.97 -0.90 0.122
H -1.36842 -0.88820 -1.49972 1.20 1.23 2.40 0.189
H 2.63802 1.13621 1.03747 -0.58 0.61 -0.64 0.132
H 1.26335 1.43144 3.25115 -0.08 -0.60 -0.97 0.100
H 1.86738 -0.22684 2.83814 0.44 -0.47 0.72 0.071
H 0.20515 0.12322 2.43845 0.19 0.36 0.89 0.076
H -0.06142 1.06186 -2.81513 -0.34 0.04 0.72 0.081
H 1.43952 0.25309 -2.60464 -0.70 1.03 0.68 0.102
H 1.23876 1.94690 -2.03149 0.01 -0.07 0.42 0.085
H -3.24412 -0.34725 -1.50819 -1.33 1.34 1.09 0.093
H -3.99981 1.20335 -0.71575 -0.75 1.07 -0.94 0.041
H -4.22779 -0.30926 0.06825 1.01 0.22 -0.57 0.087
H -2.12722 0.62630 1.21154 -0.15 -0.29 -2.27 0.153
H -1.93645 1.57388 -0.24509 0.78 1.40 -0.48 0.075
H 1.11524 -2.64145 0.53484 -0.27 1.09 0.42 0.175
```
Forces are in eV/Å.

E_HOMO, eV: -9.26
Energy above the lowest of the compared OMol25 structures with the same formula, charge and spin, kJ/mol: 241.6
E, eV: -18243.42740
Maximum force, Eh/bohr: 0.1022
Structure (SMILES): CC[C@@H]1C(=O)N[C@]2(C=O)[C@H](C)O[C@]12C

***

Here is a 2-piece molecular cluster, C27H42ClO4P overall in a non-equilibrium geometry from the OMol25 dataset. Energies are from ωB97M-V/def2-TZVPD.

Geometry as XYZ:
```
75
Properties=species:S:1:pos:R:3:forces:R:3:lowdin_charge:R:1
C -2.98054 -0.51884 -5.16309 -0.30 -0.10 -1.14 -0.136
C -1.73260 -1.49752 -5.43822 0.41 1.08 -0.51 -0.258
C -0.66714 -1.60050 -4.24252 -0.52 -1.26 0.15 -0.230
C -1.28920 -1.58017 -2.76705 0.94 0.81 0.81 -0.214
C -0.05671 -1.78305 -1.71166 -0.68 -0.77 -0.40 -0.187
C -0.39666 -2.91891 -0.58719 1.56 -0.15 -0.47 -0.207
C -0.17441 -2.41479 0.91924 0.03 -0.65 -0.25 -0.224
C -1.50964 -1.87132 1.65174 1.44 0.29 -0.14 -0.196
C -1.15222 -0.43536 2.28219 -0.64 0.11 -0.96 -0.224
C -2.32210 0.22679 3.15656 -0.12 -0.31 -0.20 -0.207
C -2.32407 -0.16456 4.70715 0.23 0.74 0.22 -0.199
C -0.98147 0.27742 5.50428 -0.60 -1.20 0.56 -0.202
C -1.04950 1.74673 6.13334 0.26 -0.18 0.04 -0.158
C -0.23320 2.87303 5.36786 1.48 3.25 -1.64 -0.059
C 0.96233 2.59207 4.39912 -0.90 2.27 0.50 -0.022
C 1.76753 3.66620 3.63714 -2.97 1.99 1.60 -0.355
P 3.13746 3.00810 2.46983 0.87 -0.60 0.82 0.592
O 4.14040 4.29575 1.96848 -1.23 -1.33 0.01 -0.387
Cl 2.15765 2.21718 0.73252 0.04 1.00 0.69 0.083
C 1.44092 5.16871 3.84181 -2.10 -2.85 1.77 0.015
C 0.27273 5.49901 4.80360 0.42 -1.87 0.11 -0.023
C -0.55893 4.40088 5.57487 2.28 -0.16 -1.86 0.013
C -1.67903 4.95819 6.54137 -2.22 -0.53 1.62 -0.255
O -2.57240 4.25612 7.10775 3.44 1.95 -2.20 0.016
C -1.77699 6.53027 6.89562 1.75 1.68 -1.57 0.015
C -1.06884 7.53184 6.18503 -0.72 -3.26 0.87 0.008
C -0.11247 7.04997 5.01782 0.83 2.00 -2.00 -0.274
O 0.33443 7.90726 4.19499 -1.43 -3.13 3.02 0.017
H -3.94457 -1.14639 -5.19570 1.36 1.11 0.43 0.074
H -2.90567 0.10089 -4.21150 -0.13 -1.00 -1.26 0.059
H -3.07190 0.21170 -6.05568 0.11 -1.05 1.52 0.073
H -1.16384 -1.04987 -6.34152 -0.84 -0.87 1.33 0.096
H -2.13667 -2.50750 -5.79607 0.73 1.29 0.82 0.102
H -0.14859 -2.63029 -4.35804 -0.64 1.65 0.21 0.109
H 0.17291 -0.82649 -4.31395 -1.36 -0.87 0.03 0.119
H -2.08574 -2.37816 -2.57417 1.15 0.99 -0.58 0.108
H -1.76642 -0.56601 -2.49314 0.58 -1.54 -0.71 0.100
H 0.26009 -0.80878 -1.21085 -0.61 -1.20 -0.66 0.099
H 0.83105 -2.12611 -2.35427 -1.15 0.41 1.16 0.098
H 0.39386 -3.74506 -0.77107 -1.34 1.14 0.35 0.105
H -1.40683 -3.41846 -0.78515 1.26 0.91 0.49 0.101
H 0.65622 -1.61815 0.88716 -1.33 -1.05 0.13 0.102
H 0.26396 -3.29984 1.50944 -0.70 1.34 -0.72 0.106
H -1.76858 -2.61821 2.47913 -0.04 1.09 -1.24 0.109
H -2.31498 -1.79547 0.83939 0.86 -0.05 1.50 0.114
H -0.14587 -0.53065 2.81066 -1.40 0.23 -0.46 0.096
H -0.98260 0.27099 1.37967 -0.09 -1.11 1.42 0.114
H -3.32159 -0.13070 2.71312 1.40 0.56 0.58 0.112
H -2.28761 1.36059 2.98266 -0.02 -1.54 0.59 0.111
H -2.50503 -1.29213 4.83607 0.40 1.63 -0.28 0.111
H -3.19030 0.37904 5.24303 1.14 -0.94 -0.93 0.109
H -0.07468 0.04816 4.85900 -1.07 0.52 0.90 0.076
H -0.92152 -0.45398 6.40063 0.05 1.20 -1.40 0.116
H -0.62433 1.71435 7.20979 -0.62 0.11 -1.70 0.134
H -2.17337 1.98618 6.25546 2.02 0.14 -0.33 0.112
H 1.25786 1.50573 4.24762 -0.42 1.63 0.14 0.083
H 4.93912 3.84616 1.59017 -0.94 0.57 0.50 0.052
H 2.05566 5.96554 3.29677 -1.26 -1.21 1.01 0.115
H -2.45644 6.89491 7.75183 0.99 -1.24 -1.51 0.126
H -1.19636 8.62999 6.46466 0.43 -1.68 -0.81 0.124
C 4.59332 -4.45283 -6.47192 0.05 0.11 -0.08 -0.082
C 3.31880 -4.55728 -5.65058 0.07 0.04 -0.07 -0.279
O 2.55873 -3.35654 -5.62663 -0.05 0.09 0.17 -0.171
C 2.09981 -2.87518 -6.88324 -0.03 -0.07 -0.01 -0.279
C 1.19674 -3.85430 -7.61341 -0.04 -0.13 0.02 -0.078
H 5.22650 -3.64441 -6.09342 -0.06 -0.11 0.00 0.082
H 5.15387 -5.39023 -6.42543 -0.05 0.08 0.03 0.077
H 4.38556 -4.24048 -7.52197 0.00 -0.09 0.00 0.064
H 3.58580 -4.77652 -4.61385 -0.16 0.18 -0.01 0.118
H 2.69803 -5.39147 -5.99211 0.02 -0.03 -0.08 0.105
H 2.94965 -2.58070 -7.50800 0.00 -0.06 -0.06 0.106
H 1.53599 -1.96004 -6.67929 0.12 -0.11 0.20 0.108
H 1.71136 -4.78761 -7.85006 0.01 0.06 -0.08 0.065
H 0.84386 -3.41847 -8.55126 0.02 -0.01 0.07 0.079
H 0.32942 -4.10645 -6.99659 0.05 0.07 -0.05 0.077
```
Forces are in eV/Å.

E_HOMO, eV: -8.98
E, eV: -58673.69695
Maximum force, Eh/bohr: 0.0890
Structure (SMILES): CCCCCCCCCCCCCc1cc(P(O)Cl)cc2c1C(=O)C=CC2=O.CCOCC

***

Here is C16H37N7O8SSn as an isolated structure from the OMol25 dataset. Energies are from ωB97M-V/def2-TZVPD.

Geometry as XYZ:
```
70
Properties=species:S:1:pos:R:3:forces:R:3:lowdin_charge:R:1
Sn -0.59920 -0.83519 2.53572 0.03 0.04 -0.06 1.369
N 0.46249 -4.64686 2.41721 0.00 0.00 0.00 0.069
N 0.67754 -5.12457 1.12463 -0.03 -0.01 0.01 0.031
C 1.17521 -4.37329 0.14380 0.09 -0.02 -0.02 -0.538
O 1.32196 -4.66375 -1.00913 -0.04 0.01 -0.01 0.119
O 1.61061 -3.11110 0.64092 -0.03 -0.01 0.04 -0.161
H 0.93766 -5.24633 3.08075 0.00 0.00 0.00 0.109
H -0.53214 -4.64120 2.60931 0.00 0.00 0.00 0.095
H 0.33080 -6.02807 0.82933 0.00 0.00 0.00 0.179
N -2.01337 1.01733 2.73365 -0.02 -0.01 0.03 -0.021
C -1.90743 1.90116 1.55025 0.04 0.01 0.03 -0.260
C -3.26567 2.45778 1.11702 0.02 -0.02 0.00 -0.124
C -4.25499 1.41243 0.58007 0.00 -0.03 -0.04 -0.145
C -4.27942 1.26782 -0.94068 0.01 0.02 0.02 -0.138
N -4.77137 2.47641 -1.60962 -0.01 0.00 -0.02 0.098
C -4.05988 3.32418 -2.35016 -0.01 0.00 0.02 -0.431
N -2.73617 3.28669 -2.36605 0.02 0.00 0.02 0.226
N -4.70730 4.23570 -3.08690 0.00 0.00 0.00 0.205
C -1.13273 1.22695 0.40820 -0.04 0.00 -0.04 -0.555
O -1.11067 1.77456 -0.69193 -0.05 0.01 -0.02 0.025
O -0.50420 0.13718 0.65874 0.01 -0.03 0.02 -0.209
H -2.96164 0.66686 2.84005 0.00 0.00 0.00 0.096
H -1.77080 1.53150 3.57388 0.01 0.00 0.00 0.108
H -1.26692 2.73732 1.83692 0.00 0.00 0.00 0.158
H -3.09573 3.24349 0.37917 -0.01 0.00 0.01 0.111
H -3.69637 2.96069 1.98469 0.00 0.00 0.00 0.127
H -5.26480 1.66207 0.91216 0.00 0.01 0.00 0.122
H -4.04659 0.41873 0.98881 0.00 0.01 0.01 0.100
H -4.94515 0.45125 -1.22022 0.00 0.00 0.00 0.135
H -3.29697 1.02936 -1.34021 0.00 0.00 -0.01 0.111
H -5.76213 2.65287 -1.55167 0.00 0.00 0.00 0.163
H -2.18253 2.74692 -1.68940 0.01 -0.01 -0.02 0.066
H -2.23689 3.86299 -3.02192 0.00 -0.01 0.00 0.136
H -5.69872 4.17677 -3.24091 0.00 0.00 0.00 0.131
H -4.21228 4.98656 -3.53532 0.00 0.00 0.00 0.130
C 2.22271 2.51069 4.63799 -0.01 0.03 0.00 0.002
C 1.80946 2.03063 3.28285 0.04 -0.05 -0.09 -0.455
C 2.77144 2.22190 2.14920 0.00 -0.04 0.00 0.003
O 0.72841 1.48886 3.09835 -0.06 0.08 0.13 -0.086
H 2.22798 3.60375 4.63776 0.00 0.00 0.00 0.104
H 3.24391 2.19698 4.85796 0.00 -0.01 0.00 0.099
H 1.54050 2.15211 5.40362 0.00 0.00 0.00 0.090
H 3.22570 3.21208 2.18118 0.00 0.00 0.00 0.097
H 2.27690 2.04697 1.19668 0.00 0.01 0.00 0.082
H 3.58022 1.49487 2.26351 0.01 0.01 0.01 0.102
O -2.64812 -1.49572 1.80891 -0.02 0.02 0.00 -0.282
N -2.40740 -2.42918 0.98354 0.01 0.01 0.01 -0.151
O -1.20064 -2.62913 0.83204 0.01 -0.03 -0.04 -0.213
C 0.29126 -0.19331 -3.39041 0.00 0.00 0.00 -0.077
C 1.46848 -0.58879 -2.50457 0.01 0.00 -0.01 -0.247
C 1.01800 -1.68137 -1.53562 0.01 -0.01 0.01 -0.227
S 2.25884 -2.05635 -0.34211 0.01 -0.01 -0.03 0.912
O 2.62695 -0.92861 0.45021 -0.01 0.01 0.02 -0.241
C 3.66004 -2.85311 -1.08658 0.00 0.00 0.00 -0.220
C 4.74133 -1.84723 -1.48448 0.00 0.01 0.00 -0.260
C 5.92384 -2.59226 -2.09598 0.00 0.00 0.00 -0.079
H 0.60194 0.56198 -4.11063 0.00 0.00 0.00 0.086
H -0.51376 0.22064 -2.78272 0.00 0.00 0.00 0.061
H -0.08941 -1.05016 -3.94746 0.00 0.00 0.00 0.088
H 1.82018 0.27619 -1.94019 0.00 0.00 0.00 0.119
H 2.29283 -0.94889 -3.12283 0.00 0.00 0.00 0.109
H 0.76886 -2.62279 -2.02547 0.00 -0.01 0.00 0.122
H 0.18278 -1.34621 -0.91327 -0.01 0.00 0.00 0.089
H 3.27124 -3.43955 -1.91977 0.00 0.00 0.00 0.122
H 4.01952 -3.54453 -0.32000 0.00 0.00 0.00 0.133
H 5.05314 -1.29014 -0.60151 0.00 0.00 0.00 0.116
H 4.34291 -1.12427 -2.19734 0.00 0.00 0.00 0.104
H 6.34881 -3.30530 -1.38880 0.00 0.00 0.00 0.087
H 6.70686 -1.88878 -2.37170 0.00 0.00 0.00 0.087
H 5.63010 -3.13719 -2.99348 0.00 0.00 0.00 0.087
```
Forces are in eV/Å.

E_HOMO, eV: -13.76
Energy above the lowest of the compared OMol25 structures with the same formula, charge and spin, kJ/mol: 0.0
E, eV: -60656.61003
Maximum force, Eh/bohr: 0.0032
Net charge: +2

***

> Which value of E does entry 1 give?

-7254.00238 eV